{"formula": "C4H8N2S", "method": "the ωB97M-V functional and the def2-TZVPD basis", "species": ["C", "C", "C", "C", "N", "N", "S", "H", "H", "H", "H", "H", "H", "H", "H"], "coordinates": [[-2.21459, 0.04775, -0.09351], [0.33437, -0.01412, 0.11339], [1.03366, 0.01924, -1.25830], [1.26668, -0.25426, 1.25450], [-1.51580, 1.31482, -0.14955], [-0.36537, 1.28479, 0.13356], [-1.00352, -1.24884, 0.06530], [-2.98663, 0.22769, 0.63066], [-2.69858, -0.29670, -0.98376], [1.45010, -1.02493, -1.41224], [1.77201, 0.76552, -1.17070], [0.23584, 0.32450, -1.96635], [0.75962, -0.24887, 2.26974], [2.14292, 0.36072, 1.41236], [1.78928, -1.25731, 1.15489]], "atomic_forces_ev_per_a": [[-1.36, 0.43, -0.21], [1.02, 0.89, -1.34], [-1.07, -2.19, 0.55], [0.73, -1.68, 2.31], [-4.01, -0.11, -2.32], [4.43, 0.02, 2.72], [0.36, -0.50, 1.08], [-0.29, -0.89, 0.95], [-0.66, 0.84, -0.93], [-0.30, 1.37, -0.45], [1.16, 0.76, -0.32], [0.85, -0.51, 0.01], [0.27, -0.14, -1.34], [-0.08, 0.96, -0.68], [-1.05, 0.75, -0.04]], "max_force_ev_per_a": 5.20, "total_energy_ev": -18088.3217, "e_homo_ev": [-6.28, -8.95], "spin_multiplicity": 3, "lumo_energy_ev": [0.86, -1.81], "orbital_gap_ha": [0.262, 0.262], "s2": 2.008}